--- A ---
Computed, not measured: a cluster of 2 separate species, C10H16 in total, with ωB97M-V with the def2-TZVPD basis set.

Structure (XYZ):
```
26
Properties=species:S:1:pos:R:3:nbo_charge:R:1
C 2.84 -0.76 0.49 -0.41
C 3.78 -1.02 1.71 -0.62
C 3.67 -0.50 -0.80 -0.62
H 2.01 -1.51 0.36 0.20
H 2.23 0.04 0.88 0.21
H 4.81 -1.16 1.39 0.20
H 4.55 -1.23 -0.63 0.20
H 3.07 -0.93 -1.61 0.22
H 4.08 0.50 -0.79 0.22
H 3.88 -0.17 2.39 0.20
H 3.47 -1.89 2.33 0.21
C -3.35 2.09 -0.92 -0.63
C -0.68 -1.03 0.25 -0.23
C -0.55 -0.46 -1.01 -0.20
C -1.58 -0.50 1.15 -0.20
C -1.36 0.61 -1.39 -0.22
C -2.37 0.57 0.80 -0.22
C -2.30 1.10 -0.48 -0.01
H -0.02 -1.86 0.43 0.21
H 0.11 -0.88 -1.76 0.21
H -1.66 -0.99 2.13 0.21
H -1.15 1.19 -2.30 0.21
H -3.14 0.94 1.48 0.21
H -3.44 2.03 -2.07 0.22
H -3.02 3.10 -0.54 0.22
H -4.30 1.84 -0.48 0.22
```

Results
gap between HOMO and LUMO = 10.0 eV
structure (SMILES) = Cc1ccccc1.CCC
HOMO = -8.99 eV
multiplicity = 1
net charge = 0

***

--- B ---
Computed, not measured: a cluster of 2 separate species, C10H16 in total, with ωB97M-V with the def2-TZVPD basis set.

Structure (XYZ):
```
26
Properties=species:S:1:pos:R:3:nbo_charge:R:1
C 2.18 1.91 2.35 -0.64
C 1.48 0.48 0.42 -0.20
C 1.66 1.75 0.95 -0.04
C 1.06 0.24 -0.87 -0.21
C 1.63 2.88 0.13 -0.19
C 1.03 1.39 -1.68 -0.22
C 1.37 2.66 -1.25 -0.21
H 1.80 -0.36 1.03 0.21
H 0.76 -0.64 -1.40 0.22
H 3.20 2.30 2.41 0.22
H 2.16 1.07 3.04 0.22
H 1.76 3.86 0.55 0.21
H 0.79 1.28 -2.73 0.20
H 1.51 3.45 -1.98 0.21
H 1.61 2.64 2.94 0.22
C -1.83 -1.73 -0.37 -0.40
C -1.48 -2.95 0.46 -0.61
C -3.11 -1.95 -1.15 -0.61
H -1.03 -1.60 -1.11 0.19
H -1.92 -0.81 0.20 0.20
H -1.93 -2.91 1.45 0.21
H -1.78 -3.81 -0.15 0.20
H -3.92 -2.36 -0.53 0.20
H -0.40 -3.07 0.63 0.20
H -2.97 -2.71 -1.91 0.20
H -3.61 -1.00 -1.40 0.22
```

Results
gap between HOMO and LUMO = 10.0 eV
structure (SMILES) = Cc1ccccc1.CCC
HOMO = -8.99 eV
multiplicity = 1
net charge = 0

***

--- C ---
Computed, not measured: a cluster of 2 separate species, C10H16 in total, with ωB97M-V with the def2-TZVPD basis set.

Structure (XYZ):
```
26
Properties=species:S:1:pos:R:3:nbo_charge:R:1
C 2.21 -2.31 -2.77 -0.62
C 1.00 -1.43 -2.37 -0.63
H 1.87 -3.21 -3.31 0.20
H 2.93 -1.91 -3.43 0.21
H 2.72 -2.81 -1.99 0.20
H 1.07 -0.51 -1.73 0.22
H 0.25 -1.99 -1.93 0.21
H 0.39 -1.14 -3.20 0.20
C 0.17 2.44 0.85 -0.45
C -0.62 3.04 2.03 -0.60
C -0.31 1.13 0.68 -0.04
C 0.79 0.12 0.56 -0.20
C -1.59 0.65 0.46 -0.21
C 0.47 -1.24 0.62 -0.22
C -1.96 -0.77 0.43 -0.21
C -0.88 -1.62 0.48 -0.23
H 0.01 3.16 0.03 0.22
H 1.27 2.59 1.00 0.22
H -1.29 3.88 1.68 0.21
H 1.79 0.60 0.45 0.22
H -2.43 1.34 0.13 0.21
H 1.16 -2.13 0.60 0.23
H -2.92 -1.16 0.20 0.22
H -1.28 -2.67 0.49 0.21
H -0.03 3.61 2.74 0.21
H -1.15 2.32 2.57 0.21
```

Results
gap between HOMO and LUMO = 9.8 eV
structure (SMILES) = CCc1ccccc1.CC
HOMO = -8.83 eV
multiplicity = 1
net charge = 0

***

--- D ---
Computed, not measured: a cluster of 2 separate species, C10H16 in total, with ωB97M-V with the def2-TZVPD basis set.

Structure (XYZ):
```
26
Properties=species:S:1:pos:R:3:nbo_charge:R:1
C -2.30 0.46 1.90 -0.60
C -1.21 -0.26 2.61 -0.61
H -2.03 0.80 0.94 0.21
H -3.18 -0.30 1.89 0.19
H -2.69 1.21 2.51 0.20
H -1.63 -0.62 3.49 0.20
H -0.40 0.37 2.89 0.20
H -0.60 -0.99 2.07 0.20
C 0.11 -1.13 -2.27 -0.42
C -1.08 -1.04 -1.32 -0.59
C 1.18 -0.20 -1.70 0.02
C 2.18 -0.78 -0.97 -0.23
C 0.82 1.13 -1.63 -0.25
C 2.50 -0.08 0.23 -0.19
C 1.27 1.87 -0.59 -0.18
C 2.09 1.32 0.38 -0.25
H 0.50 -2.12 -2.31 0.20
H -0.30 -0.98 -3.34 0.21
H -1.53 -0.12 -1.28 0.20
H 2.49 -1.83 -1.10 0.22
H 0.13 1.64 -2.27 0.22
H 2.98 -0.39 1.12 0.21
H 1.00 3.03 -0.49 0.21
H 2.45 1.98 1.13 0.21
H -0.81 -1.21 -0.31 0.21
H -1.94 -1.75 -1.58 0.21
```

Results
gap between HOMO and LUMO = 9.7 eV
structure (SMILES) = CCc1ccccc1.CC
HOMO = -8.68 eV
multiplicity = 1
net charge = 0

***

Relative calculated energies, zero for the most stable structure, unit eV: A 0.206; B 0.000; C 1.608; D 1.282.